1.
Computed, not measured: a single C9H13BrClOP molecule, with wB97M-V/def2-TZVPD.

```
26
Properties=species:S:1:pos:R:3:forces:R:3
C 2.25265 0.86022 0.76156 -2.84 -0.85 -1.30
C -0.65196 1.52831 -0.65979 -0.53 0.76 0.79
C -0.62446 -1.77421 0.37723 -2.02 -0.42 1.82
C 0.41936 0.56465 -1.17025 -1.66 -1.35 0.98
C 0.53866 -0.89650 1.05774 -2.20 -1.03 -1.82
C -1.64065 1.24237 0.46935 -0.16 -1.12 1.94
C -2.04924 -1.22262 0.18383 4.01 -3.20 -0.79
C 1.26571 -0.10975 -0.00649 1.31 3.19 0.41
C -2.43922 0.03864 0.19280 -2.54 3.74 0.12
O 2.77802 0.76433 1.83945 0.16 -1.26 0.70
P 2.43902 -1.43256 -0.96742 -1.08 -0.67 -0.83
Cl 2.64090 2.28584 -0.15201 0.60 1.25 -1.17
Br -4.33864 0.36273 -0.09466 1.21 -0.35 0.11
H -0.05261 2.32394 -0.29215 0.22 1.26 0.29
H -1.35936 1.89881 -1.39645 0.53 0.03 -0.92
H -0.25746 -2.31902 -0.55901 -0.16 0.70 0.75
H -1.01304 -2.69166 1.03541 1.49 1.42 -0.91
H -0.14870 -0.24360 -1.70158 0.96 0.34 0.05
H 0.93041 1.20900 -1.88946 0.57 -0.78 0.18
H 0.17837 -0.24823 1.88695 0.46 -0.95 -0.34
H 1.23218 -1.67897 1.27467 0.59 -0.32 1.38
H -1.11813 1.01165 1.43723 0.05 0.16 -0.67
H -2.31627 2.06073 0.78282 0.55 -0.07 -0.83
H 2.48815 -0.50188 -2.01142 0.42 0.01 -0.41
H -2.67547 -2.00200 -0.14733 -1.12 -0.60 -0.11
H 3.52178 -1.03020 -0.25100 1.19 0.13 0.56
```
Forces are in eV/Å.

Values from the calculation:
HOMO energy (alpha / beta): -3.7074 / -8.4303 eV
Expectation value of S²: 2.012
LUMO (alpha / beta): -0.013 / -0.186 Eh
E_tot: -103437.1180 eV
Max |F|: 5.2 eV/Å
Multiplicity: 3

2.
Computed, not measured: a 10-piece molecular cluster, C5H33N3O9 overall, with wB97M-V/def2-TZVPD.

```
50
Properties=species:S:1:pos:R:3:forces:R:3
C -2.39959 -0.74991 1.47897 -2.11 0.48 -0.29
C -2.41530 0.47402 0.56615 -0.41 1.00 -0.41
C -3.71266 0.50330 -0.33391 2.18 -0.38 -0.41
C -3.75669 -0.61611 -1.43727 -0.13 1.81 0.52
N -3.36799 -0.15112 -2.78416 -0.34 -0.45 0.19
N -1.05455 0.61724 -0.01122 0.20 -0.67 -0.42
C -0.29198 -0.66005 -0.29117 -0.45 1.56 -1.44
N 0.90001 -0.40592 -1.11087 0.13 -1.03 0.75
H -3.40614 -0.83721 1.96366 1.00 0.30 0.22
H -2.40396 -1.65430 0.85553 0.56 0.18 0.17
H -1.56470 -0.69938 2.15307 0.16 -0.32 0.48
H -2.58936 1.49412 0.97189 0.34 -0.86 1.30
H -3.69885 1.51365 -0.78284 -0.26 -0.45 -0.22
H -4.53833 0.50793 0.39590 0.07 -0.35 -0.45
H -4.80498 -0.89156 -1.37381 -0.02 -0.87 -0.77
H -3.06475 -1.42084 -1.20055 -0.46 -0.24 0.26
H -3.57741 0.82316 -2.91848 -0.05 0.24 -0.01
H -2.39157 -0.31790 -2.99161 -0.08 -0.01 0.25
H -1.08986 1.17329 -0.85631 -0.03 -0.05 -0.34
H -0.88510 -1.31778 -0.94301 -0.29 -0.27 0.76
H 0.00374 -1.07285 0.67922 -0.21 -0.22 -0.69
H 0.96053 0.36411 -1.74930 -0.48 0.66 0.25
H 1.73303 -0.49985 -0.56128 0.17 0.63 0.32
O 2.94415 -3.55036 0.12329 -0.28 -0.03 0.18
H 3.28662 -2.82874 0.66160 0.17 -0.09 0.00
H 1.99394 -3.49657 0.30687 0.18 -0.13 -0.02
O 3.56539 -0.75750 2.50646 0.70 0.03 0.21
H 3.93975 -0.15124 3.15780 -0.19 -0.16 0.04
H 4.14243 -0.59449 1.72403 -0.65 0.11 -0.01
O 3.28258 -1.46585 -1.75816 1.97 1.87 0.27
H 2.36866 -1.26351 -1.96503 -0.67 -1.41 -0.37
H 3.73827 -2.29819 -1.83671 -1.08 -0.64 -0.29
O 1.44386 2.55002 -0.53611 1.52 -0.15 -0.68
H 0.78167 3.17382 -0.84479 -0.36 -0.25 0.64
H 1.11591 1.92038 0.11212 -0.56 0.28 -0.15
O -0.77601 3.76831 0.32978 -0.50 0.11 -0.27
H -0.75807 2.80967 0.48524 -0.05 0.18 0.38
H -0.75628 4.22704 1.17323 0.04 -0.27 0.07
O 0.67067 0.12522 3.24045 -0.33 0.68 0.75
H 1.47048 -0.31253 3.54504 0.22 0.25 -0.13
H 0.40062 0.66661 3.99385 0.00 0.05 -0.15
O 1.05960 -2.07342 2.11187 0.39 -0.84 -0.35
H 1.87886 -1.57985 1.96901 0.09 0.08 0.00
H 0.99567 -2.06663 3.06849 -0.35 -0.29 0.01
O 4.27307 0.14393 0.14836 0.46 0.44 -0.15
H 4.71379 0.97725 -0.05643 -0.16 -0.12 0.07
H 4.03374 -0.26134 -0.70528 -0.09 -0.35 -0.10
O -0.83194 2.19793 -3.16424 0.10 -0.39 -0.77
H -0.19170 2.40783 -3.86002 0.17 0.31 0.43
H -1.36924 1.55620 -3.64928 -0.25 0.04 0.38
```
Forces are in eV/Å.

Values from the calculation:
HOMO energy: -8.2889 eV
LUMO: 0.009 Eh
SMILES: C[C@H](CCN)NCN.O.O.O.O.O.O.O.O.O
E_tot: -28617.0161 eV
Max |F|: 2.7 eV/Å
Multiplicity: 1

3.
Computed, not measured: C30H46O2P2Ru as an isolated structure, with wB97M-V/def2-TZVPD.

```
81
Properties=species:S:1:pos:R:3:forces:R:3
Ru -2.03885 -2.99818 -1.35879 2.93 6.08 1.64
C -0.34649 0.41915 -2.34219 -1.78 -0.24 0.26
C -1.72410 0.41098 -2.04016 1.53 -0.92 0.01
C -0.53869 1.15427 -0.16226 0.49 -0.71 -1.32
C 0.38105 0.88237 -1.19277 -1.29 0.13 1.25
C -1.86410 0.78461 -0.65359 0.71 1.72 -0.53
C 0.26342 0.05869 -3.63890 0.24 -0.22 -0.71
H -0.48480 -0.34041 -4.33915 0.27 0.18 0.18
H 1.04218 -0.71546 -3.51890 -0.18 0.33 -0.12
H 0.74312 0.92463 -4.12561 -0.14 -0.28 0.16
C 1.82770 1.16129 -1.14584 0.71 0.13 0.00
H 2.34305 0.74399 -2.02079 -0.07 0.32 0.12
H 2.30682 0.73426 -0.25248 -0.20 0.29 -0.26
H 2.00881 2.24660 -1.12010 0.06 -0.21 -0.09
C -0.24286 2.04017 0.98163 0.16 0.52 0.54
H 0.02744 3.03397 0.57657 -0.14 -0.27 0.31
H 0.61346 1.71204 1.59062 -0.25 0.03 -0.15
H -1.10719 2.17189 1.64256 0.24 0.02 -0.08
C -3.12370 1.34707 -0.11959 -0.47 0.09 0.15
H -3.15145 2.42167 -0.38329 -0.05 -0.32 0.11
H -3.22193 1.27906 0.97278 0.07 0.18 -0.32
H -3.99675 0.87515 -0.59304 0.16 0.18 0.24
C -2.83469 0.05382 -2.96582 -0.65 -0.28 -0.51
H -3.25535 0.90903 -3.54571 0.34 -0.44 0.49
H -3.68468 -0.40154 -2.41861 0.30 0.21 -0.28
H -2.49031 -0.67953 -3.71648 -0.21 0.24 0.22
C -1.08603 -4.58584 -2.00575 0.48 -1.65 -2.38
C -1.69552 -3.88272 -3.12369 1.48 -1.70 -1.50
C -2.99229 -4.35817 -3.74645 -0.45 0.18 -0.29
C -4.18763 -4.26178 -2.73714 -0.75 0.01 -0.97
C -3.85915 -3.63559 -1.41497 -1.80 -1.11 0.87
C -3.16041 -4.26706 -0.32362 -2.98 -1.40 1.21
C -2.67631 -5.69765 -0.35915 0.03 -0.70 0.33
C -1.66020 -5.89608 -1.49149 0.67 -1.08 -0.05
H -2.93116 -5.38713 -4.17257 0.19 0.68 0.39
H -4.66468 -5.25260 -2.60754 0.18 0.53 0.06
H -3.20248 -3.68260 -4.59791 0.07 -0.46 0.38
H -2.09972 -6.51122 -2.31089 0.35 0.63 0.36
H -0.00576 -4.50988 -1.91395 0.07 0.20 -0.04
H -1.03552 -3.37324 -3.84227 -0.10 0.00 0.53
H -0.79590 -6.48353 -1.10080 -0.71 0.24 -0.34
H -2.16840 -5.93206 0.59445 -0.36 0.25 -0.29
H -3.54413 -3.96591 0.65664 0.49 -0.07 -0.23
H -3.50137 -6.44935 -0.44028 0.45 0.76 0.04
H -4.92674 -3.56998 -3.18065 0.10 -0.69 0.05
H -4.43407 -2.73158 -1.16375 -0.17 -0.33 0.12
P 1.88650 -2.30274 0.50093 -1.08 1.17 0.45
C 3.34709 -3.32869 0.70155 -0.05 -0.73 0.08
C 1.69848 -2.07502 -1.26762 -0.03 -0.30 -0.22
P -1.42884 -1.28798 0.93653 0.60 0.40 -0.95
C 0.16471 -2.66792 1.05507 -0.37 -1.25 0.50
C -3.19599 -1.48085 1.56543 0.06 -1.12 0.59
C -0.88701 -0.67435 2.55677 0.38 0.38 0.18
H 3.80237 -3.23708 1.69881 -0.43 -0.13 -0.33
H 4.07950 -2.97356 -0.04510 -0.40 -0.07 0.16
H 3.09242 -4.37551 0.48741 0.24 0.18 0.10
H 1.83958 -3.08073 -1.70575 0.20 0.36 0.14
H 2.43572 -1.38635 -1.67908 0.06 -0.17 0.03
H 0.68861 -1.75718 -1.56336 0.23 0.15 0.41
H -1.03786 -1.58087 3.16647 0.14 0.56 0.20
H -1.52478 0.13726 2.92171 0.18 -0.17 -0.01
H 0.17456 -0.39798 2.58124 -0.46 0.02 0.02
H 0.20408 -3.00809 2.10798 0.01 -0.11 -0.63
H -0.27637 -3.46693 0.40361 0.88 0.10 0.47
H -3.13031 -1.63964 2.65118 -0.43 -0.05 -0.30
H -3.75388 -2.30507 1.10987 0.13 0.41 0.21
H -3.78171 -0.56274 1.38016 0.68 -0.27 -0.06
O 2.17913 -2.00733 3.18795 0.39 0.84 -1.52
C 2.62736 -1.03344 2.59817 -0.34 -0.70 1.73
O 2.44254 -0.91717 1.21290 -0.45 -0.30 0.11
C 3.38869 0.01730 3.32002 -0.46 0.49 -0.11
C 3.93264 -0.37650 4.55177 0.38 0.07 0.12
C 4.74037 0.49586 5.27944 -0.15 0.26 -0.28
C 4.93171 1.80970 4.82714 -0.17 -0.43 -0.18
C 4.26552 2.24220 3.67282 -0.05 0.09 -0.06
C 3.47399 1.36450 2.92428 0.47 -0.31 0.13
H 3.72354 -1.37029 4.93443 0.20 0.07 -0.17
H 5.22616 0.15600 6.19202 -0.20 0.07 -0.18
H 5.58944 2.48801 5.38146 -0.35 -0.25 -0.27
H 4.38731 3.28054 3.35610 -0.17 -0.36 0.06
H 2.91023 1.70442 2.05852 0.34 0.03 0.01
```
Forces are in eV/Å.

Values from the calculation:
HOMO energy (alpha / beta): -12.5665 / -12.8085 eV
Expectation value of S²: 6.034
LUMO (alpha / beta): -0.227 / -0.278 Eh
E_tot: -57090.2955 eV
Net charge: +2
Max |F|: 7.0 eV/Å
Multiplicity: 5

4.
Computed, not measured: C33H41N9OS5Zn as an isolated structure, with wB97M-V/def2-TZVPD.

```
90
Properties=species:S:1:pos:R:3:forces:R:3
Zn -0.69501 -0.69546 0.13400 0.07 0.12 0.02
C -1.30808 -2.23192 5.64547 -0.58 -0.03 1.17
S -2.32800 -3.47397 4.82059 -0.07 0.09 -0.44
C -2.75358 -2.46003 3.36957 1.46 -0.09 -1.40
S -3.80826 -1.16466 3.57028 -0.35 0.18 0.05
N -2.03204 -2.79357 2.28437 -0.12 -0.13 1.60
N -2.28034 -2.07141 1.12837 0.48 0.06 0.73
C -3.45580 -2.22515 0.70827 -1.44 0.24 -1.05
C -3.91724 -1.46688 -0.47875 0.41 -0.14 -0.81
C -5.24435 -1.56300 -0.91278 0.40 -0.53 1.31
C -5.63257 -0.94640 -2.06106 0.10 0.12 -1.20
C -4.66626 -0.23455 -2.80116 -1.32 -0.22 0.24
C -3.37220 -0.18534 -2.31248 0.45 0.25 -0.16
N -2.98688 -0.79068 -1.19007 -0.52 -0.53 0.90
H -1.28647 -2.50085 6.73435 -0.07 0.34 -0.92
H -1.76833 -1.23332 5.50733 0.32 -0.56 0.13
H -0.30077 -2.29063 5.27132 0.39 0.23 -0.18
H -4.17234 -2.93313 1.18290 0.61 0.67 -0.21
H -5.95452 -2.14029 -0.32398 0.17 0.07 -0.06
H -6.65511 -1.14569 -2.41385 0.52 0.58 0.00
H -5.00674 0.26478 -3.70868 0.55 -0.08 0.15
H -2.56643 0.33740 -2.82971 -0.20 -0.03 0.03
C 4.21071 -2.88608 0.73788 -1.21 -0.07 -1.57
N 3.20059 -2.73197 -0.39433 0.62 0.43 1.51
C 3.47399 -3.62071 -1.49270 0.21 -1.20 0.59
C 2.34247 -3.37822 -2.45354 0.39 -0.28 -0.64
N 1.33564 -2.89586 -1.57015 -0.71 0.32 0.78
C -0.01801 -2.66742 -2.01853 -0.01 -0.14 0.31
C 1.84443 -2.44164 -0.39011 0.03 0.16 0.15
N 1.11047 -1.82212 0.48848 0.28 -0.13 -0.20
C 1.77471 -1.44038 1.74548 -0.66 0.25 -0.62
C 0.74214 -0.85041 2.69807 0.81 -0.06 0.27
N -0.04009 0.12231 1.96886 -0.61 -0.06 -0.20
C -0.15910 1.34033 2.34763 -1.06 1.36 -0.21
N -1.12697 2.18443 1.83676 0.69 -0.60 0.53
C -2.37312 1.71623 1.31465 -0.22 -0.25 -0.60
C -1.15106 3.43824 2.53259 1.11 0.16 0.05
C 0.27119 3.48882 3.04570 -0.39 0.20 0.86
N 0.59735 2.07107 3.25919 0.90 -0.01 -0.33
C 2.04608 1.86603 3.23681 0.47 -0.35 0.43
H 5.18579 -2.81870 0.24404 -0.13 0.22 0.28
H 4.11845 -3.89407 1.14067 -0.02 -0.08 0.22
H 4.08598 -2.14832 1.52123 0.20 -0.02 -0.27
H 3.49395 -4.67073 -1.12716 -0.14 0.27 -0.16
H 4.45245 -3.42063 -1.87334 0.59 0.20 -0.54
H 2.00372 -4.29832 -2.96363 0.25 0.46 0.08
H 2.65793 -2.61897 -3.18230 -0.25 -0.06 -0.17
H -0.09347 -3.26997 -2.90746 -0.41 -0.06 -0.51
H -0.22570 -1.61411 -2.25111 -0.02 -0.16 0.05
H -0.75295 -3.06979 -1.30080 0.26 0.25 -0.09
H 2.56254 -0.70262 1.53050 -0.15 -0.11 0.18
H 2.22052 -2.31050 2.18424 0.20 -0.46 0.50
H 1.30856 -0.40497 3.54893 -0.82 -0.57 -0.42
H 0.06364 -1.64791 3.04303 0.25 0.30 -0.03
H -2.17902 1.27918 0.31922 -0.54 0.05 0.35
H -3.00787 2.60073 1.20762 0.00 -0.22 -0.28
H -2.86858 1.03044 2.00615 0.01 -0.29 -0.17
H -1.87189 3.48123 3.33590 -0.41 -0.21 0.36
H -1.32700 4.23990 1.84166 -0.25 0.47 -0.33
H 0.36819 4.06729 3.97350 0.03 -0.25 -0.16
H 0.93171 3.91909 2.30432 0.25 0.11 -0.39
H 2.48337 1.71775 2.24716 -0.28 0.24 -0.22
H 2.35996 1.00353 3.81248 -0.09 -0.03 0.25
H 2.54476 2.71358 3.69570 -0.13 0.22 0.01
O -0.43467 0.55998 -1.43588 -0.95 -1.07 0.46
C 0.44527 1.41402 -2.00984 0.84 0.27 0.38
C 1.90654 1.03748 -1.65045 -0.50 0.45 -0.36
C 2.40880 0.91775 -0.39448 -1.17 0.70 0.96
C 3.80593 0.85283 -0.33069 1.63 -0.01 -0.22
C 4.37727 0.89070 -1.57219 -0.63 0.29 -0.92
S 3.15910 1.04513 -2.79482 0.84 -0.16 0.04
C 0.30595 1.43782 -3.54552 -0.05 -0.75 0.22
C 0.58604 0.39222 -4.39462 -0.04 1.05 0.02
C 0.37064 0.73328 -5.76538 -0.04 -0.63 0.50
C -0.13386 1.98054 -5.90026 -0.11 0.80 -0.60
S -0.28449 2.78737 -4.40555 -0.07 0.11 -0.01
C 0.16829 2.84073 -1.48633 -0.44 -0.06 0.21
C -1.09604 3.33853 -1.26247 1.40 0.02 -0.48
C -1.04739 4.69984 -0.84735 -0.33 0.63 0.23
C 0.22059 5.22148 -0.69526 -0.35 -1.62 -0.65
S 1.37805 3.98931 -1.12913 -0.13 0.64 0.25
H 1.74396 1.08047 0.46478 0.38 -0.39 -0.47
H 4.46983 0.85443 0.53908 -0.63 -0.13 0.00
H 5.39969 0.94862 -1.92108 0.02 -0.22 0.44
H 1.00422 -0.51835 -4.01822 0.05 -0.45 -0.06
H 0.56305 0.06822 -6.59041 0.01 -0.07 -0.11
H -0.38457 2.51622 -6.81678 0.08 -0.30 0.32
H -1.92971 2.69324 -1.49948 -0.31 0.35 0.24
H -1.94716 5.29765 -0.68488 0.28 -0.16 0.04
H 0.53955 6.20950 -0.42037 -0.05 0.09 0.07
```
Forces are in eV/Å.

Values from the calculation:
HOMO energy: -6.6799 eV
LUMO: 0.004 Eh
E_tot: -152937.9376 eV
Max |F|: 2.0 eV/Å
Multiplicity: 1

5.
Computed, not measured: C5H7KO3 as an isolated structure, with wB97M-V/def2-TZVPD.

```
16
Properties=species:S:1:pos:R:3:forces:R:3
O -0.97775 -0.39195 1.14783 -0.53 -0.82 -0.05
C -0.54390 0.82967 0.88537 0.50 1.17 -8.21
C -0.15357 -1.01463 2.15349 -0.67 0.11 0.17
O -0.63412 1.27658 -0.43874 -0.41 -1.60 8.53
O 0.22635 1.26772 1.85140 0.36 0.86 0.06
C 0.59259 0.18858 2.73816 0.18 -0.08 0.06
H 0.48845 -1.76314 1.67978 -0.07 0.25 0.01
H -0.84453 -1.50423 2.84856 0.36 0.10 -0.02
H 1.68076 0.07805 2.67492 -0.29 0.06 0.13
H 0.28476 0.44613 3.75597 0.08 0.00 -0.25
K -2.85748 0.44562 -2.10106 1.14 0.21 -0.03
C 0.61919 -0.39477 -3.41033 -0.35 0.37 0.25
H 0.39122 -1.34149 -2.89637 -0.02 0.05 -0.34
H 1.43073 -0.46565 -4.15325 0.04 0.05 0.34
C -0.06740 0.73432 -3.10206 -0.14 -0.52 -0.61
H 0.36468 1.60921 -3.63368 -0.18 -0.21 -0.05
```
Forces are in eV/Å.

Values from the calculation:
HOMO energy: -5.1700 eV
LUMO: -0.019 Eh
E_tot: -27761.1813 eV
Max |F|: 8.7 eV/Å
Multiplicity: 1

6.
Computed, not measured: a 2-piece molecular cluster, C10H16 overall, with wB97M-V/def2-TZVPD.

```
26
Properties=species:S:1:pos:R:3:forces:R:3
C -1.09110 -1.16684 2.50871 -2.23 -2.00 1.79
C -1.19033 -0.19424 1.36727 -0.55 2.23 0.60
C -0.63904 -0.84597 0.18113 0.63 0.24 -2.21
C -1.49963 -1.06357 -0.92629 1.02 -0.82 -0.67
C -1.03154 -1.84342 -2.01496 1.80 -0.87 0.68
C 0.31921 -2.34239 -1.95358 -0.71 0.45 -0.93
C 1.21708 -1.80901 -1.00660 0.81 -0.63 -0.09
C 0.77339 -1.12595 0.09398 -3.97 -0.25 -1.33
H -0.08904 -1.62934 2.62447 -0.51 0.79 0.36
H -1.77386 -2.08989 2.40820 0.96 1.09 -0.84
H -1.62026 -0.82616 3.44494 1.45 0.31 -0.49
H -2.24769 0.15538 1.15187 1.04 -0.62 0.46
H -0.62821 0.78949 1.57499 -0.65 -1.58 0.01
H -2.53012 -0.67642 -0.99686 0.64 -0.18 0.51
H -1.63713 -2.14233 -2.89253 0.19 0.33 0.86
H 0.67672 -3.11586 -2.69258 -0.40 1.26 0.67
H 2.31987 -1.89935 -1.05089 -0.79 -0.60 -0.38
H 1.39454 -0.81339 0.86512 1.13 0.55 1.17
C 0.96059 2.06820 -0.02461 0.08 1.29 -0.48
C 1.35044 3.46433 -0.53528 0.21 1.97 -1.47
H 1.35678 1.98258 1.03098 -0.61 -0.61 -1.27
H -0.16746 2.03249 -0.08278 1.36 -0.48 0.24
H 1.42753 1.42192 -0.82137 -0.64 -0.13 1.63
H 1.51777 3.40370 -1.64341 0.15 0.06 0.87
H 2.24107 3.98813 -0.10719 -0.41 -0.98 -0.15
H 0.59041 4.27792 -0.50273 -0.01 -0.80 0.47
```
Forces are in eV/Å.

Values from the calculation:
HOMO energy: -8.6404 eV
LUMO: 0.031 Eh
SMILES: CCc1ccccc1.CC
E_tot: -10628.0128 eV
Max |F|: 4.2 eV/Å
Multiplicity: 1